Entry 1:
Here is a cluster of 2 separate species, C2H12N10 in total in a non-equilibrium geometry from the OMol25 dataset. Energies are from ωB97M-V with the def2-TZVPD basis set.

Atoms and positions in Å:
C1 1.60929 -0.73949 0.86385
C2 2.89398 -0.83767 0.19138
N1 0.50104 -0.68384 1.13545
N2 3.79136 0.05365 0.52695
N3 -7.03094 -0.30187 -0.48175
N4 3.03460 -1.65418 -0.86215
N5 3.60631 1.01101 1.37973
N6 -7.79206 -0.10939 -1.60758
N7 5.73707 1.16442 -0.00134
N8 -5.28481 0.23181 0.94773
N9 5.12755 -0.09001 -0.15674
N10 -6.03395 0.48711 -0.19418
H1 3.96627 -1.65455 -1.35943
H2 2.21684 -2.26897 -1.15003
H3 4.19686 1.72426 1.07466
H4 3.72285 0.70456 2.31838
H5 -7.61365 0.54227 -2.38672
H6 -8.45680 -0.92291 -1.75704
H7 6.77406 1.05130 0.42195
H8 5.96906 1.51561 -1.00901
H9 -5.86681 -0.62679 1.40895
H10 -5.11843 1.18442 1.34817
H11 5.61848 -0.90560 0.19846
H12 -5.56819 1.12487 -0.84969

For the orbital gap, the calculation gives 8.99 eV. The total charge is +2. Its energy above the lowest of the compared OMol25 structures with the same formula, charge and spin is 17.3 kcal/mol. For the total energy, the calculation gives -17147.421 eV.

These are the Mulliken partial charges, in e, on atoms 1 to 5:
1 C -0.075
2 C 0.936
3 N -0.257
4 N 0.591
5 N -0.049

Entry 2:
Here is a cluster of 3 separate species, C2H12N2O2 in total in a non-equilibrium geometry from the OMol25 dataset. Energies are from ωB97M-V with the def2-TZVPD basis set.

Atoms and positions in Å:
N1 -2.03027 1.11917 -0.41626
C1 -1.33569 -0.14890 -0.12340
C2 -0.55519 0.02257 1.17076
N2 0.23954 -1.16541 1.47409
H1 -2.82785 1.21551 0.20461
H2 -2.50608 0.99953 -1.30266
H3 -1.99291 -1.02472 0.01694
H4 -0.66268 -0.34332 -0.94919
H5 -1.23308 0.33653 1.97002
H6 0.15002 0.84691 1.01230
H7 -0.40187 -1.96835 1.45778
H8 0.49832 -1.15909 2.45189
O1 2.45969 1.82708 -1.62249
H9 2.39151 1.13325 -2.28784
H10 1.65710 1.67355 -1.09557
O2 1.95614 -1.02217 -1.02046
H11 1.36281 -1.33496 -0.31907
H12 2.83050 -1.00715 -0.62147

As for the SMILES: NCCN.O.O. For the orbital gap, the calculation gives 10.79 eV. Its energy above the lowest of the compared OMol25 structures with the same formula, charge and spin is 10.3 kcal/mol. For the total energy, the calculation gives -9343.758 eV.

These are the Mulliken partial charges, in e, on atoms 1 to 5:
1 N -0.622
2 C -0.462
3 C -0.516
4 N -0.552
5 H 0.226

Entry 3:
Here is a cluster of 3 separate species, C2H12N3O2 in total in a non-equilibrium geometry from the OMol25 dataset. Energies are from ωB97M-V with the def2-TZVPD basis set.

Atoms and positions in Å:
C1 1.42071 0.96500 1.97682
N1 1.10454 0.57037 0.60920
C2 0.14190 1.04352 -0.23261
N2 0.35535 1.03254 -1.53089
N3 -1.03055 1.22621 0.35617
H1 2.28722 0.40604 2.31493
H2 0.68906 0.64496 2.71364
H3 1.50402 2.05761 2.21171
H4 1.96204 0.27185 0.04143
H5 1.18957 1.31350 -1.86144
H6 -0.25570 0.94566 -2.25695
H7 -1.74914 1.22570 -0.42891
H8 -1.56072 1.33077 1.25372
H9 -2.33394 -1.49615 -1.69277
H10 -1.14585 -2.11067 -1.02851
O1 -1.67456 -1.20288 -1.27722
H11 -0.63673 -2.72864 0.87555
H12 0.66974 -3.34906 0.17426
O2 0.04947 -2.59293 0.17430

For the orbital gap, the calculation gives 11.31 eV. The total charge is +1. Its energy above the lowest of the compared OMol25 structures with the same formula, charge and spin is 56.8 kcal/mol. For the total energy, the calculation gives -10826.688 eV.

These are the Mulliken partial charges, in e, on atoms 1 to 5:
1 C -0.952
2 N -0.175
3 C 0.752
4 N -0.352
5 N -0.371

Entry 4:
Here is a cluster of 2 separate species, C2H12N4Si in total in a non-equilibrium geometry from the OMol25 dataset. Energies are from ωB97M-V with the def2-TZVPD basis set.

Atoms and positions in Å:
C1 -0.12565 1.91024 0.08681
C2 -1.15395 -0.69559 -1.52021
N1 -1.64828 -0.89296 1.98881
N2 2.83889 -0.32346 -0.40452
N3 -0.28606 -0.93419 1.72462
N4 1.60317 -0.47295 -1.06713
Si1 0.08875 0.07503 -0.48460
H1 0.70629 2.28702 0.77185
H2 -0.38088 2.73802 -0.57793
H3 -0.95332 1.90412 0.86533
H4 -1.85431 -1.27567 -0.90850
H5 -1.66621 0.01602 -2.10790
H6 -0.77728 -1.50710 -2.16393
H7 -2.16083 -1.56344 1.45040
H8 -1.90038 0.17029 1.88307
H9 2.65026 -0.75735 0.46175
H10 3.03444 0.65732 -0.37520
H11 0.31210 -0.50377 2.44955
H12 1.67322 -0.83156 -2.07227

For the orbital gap, the calculation gives 7.71 eV. Its energy above the lowest of the compared OMol25 structures with the same formula, charge and spin is 24.0 kcal/mol. For the total energy, the calculation gives -16103.694 eV.

These are the Mulliken partial charges, in e, on atoms 1 to 5:
1 C -0.938
2 C -1.012
3 N -0.499
4 N -0.706
5 N -0.477

Entry 5:
Here is a cluster of 3 separate species, C2H12NO2 in total in a non-equilibrium geometry from the OMol25 dataset. Energies are from ωB97M-V with the def2-TZVPD basis set.

Atoms and positions in Å:
C1 -1.58859 0.04646 1.17132
N1 -0.06469 -0.26135 1.27749
C2 0.48124 -1.60939 1.58211
H1 -2.11976 -0.98029 1.04237
H2 -1.73044 0.72962 0.28136
H3 -1.99711 0.59203 2.06441
H4 0.27389 -0.21910 0.27346
H5 0.37546 0.33924 1.98004
H6 0.09034 -2.14994 2.52073
H7 0.29041 -2.00397 0.50682
H8 1.64132 -1.69357 1.74142
H9 0.89952 2.10090 -3.78887
H10 -0.21486 1.05222 -3.83623
O1 0.64279 1.24066 -3.49066
H11 0.92198 0.80050 -1.89319
H12 1.21190 1.41294 -0.55530
O2 0.88659 0.60304 -0.87727

For the orbital gap, the calculation gives 12.74 eV. The total charge is +1. Its energy above the lowest of the compared OMol25 structures with the same formula, charge and spin is 43.1 kcal/mol. For the total energy, the calculation gives -7846.275 eV.

These are the Mulliken partial charges, in e, on atoms 1 to 5:
1 C -0.663
2 N -0.145
3 C -0.811
4 H 0.289
5 H 0.279

Entry 6:
Here is a cluster of 3 separate species, C2H12NO2S in total in a non-equilibrium geometry from the OMol25 dataset. Energies are from ωB97M-V with the def2-TZVPD basis set.

Atoms and positions in Å:
C1 0.29915 -0.63321 0.93618
C2 0.00857 -1.18142 -0.44672
S1 -0.33417 0.05265 -1.77257
N1 -0.57268 0.60008 1.26066
H1 0.10960 -1.30543 1.76992
H2 1.34231 -0.34131 1.03445
H3 0.78379 -1.87510 -0.73955
H4 -0.91971 -1.75777 -0.40922
H5 -1.60409 0.41917 -1.47781
H6 -0.07544 1.13290 2.00312
H7 -0.78410 1.16609 0.42577
H8 -1.47306 0.18851 1.62710
H9 -2.55556 2.87726 -1.63186
H10 -3.23401 2.62595 -0.37047
O1 -2.70134 2.16037 -0.99857
H11 4.34512 -1.03854 1.73156
H12 4.12412 -1.48416 3.10738
O2 3.72222 -1.56302 2.24555

Its multiplicity is 2. For the orbital gap (spin up / spin down), the calculation gives 3.81 / 9.87 eV. Its expectation value of S² is 0.751. Its energy above the lowest of the compared OMol25 structures with the same formula, charge and spin is 7.1 kcal/mol. For the total energy, the calculation gives -18685.571 eV.

These are the Mulliken partial charges, in e, on atoms 1 to 5:
1 C -1.043
2 C -0.525
3 S -0.325
4 N -1.493
5 H 0.223

Entry 7:
Here is a cluster of 3 separate species, C2H12NO2S in total in a non-equilibrium geometry from the OMol25 dataset. Energies are from ωB97M-V with the def2-TZVPD basis set.

Atoms and positions in Å:
C1 -0.87040 -0.35551 -0.28140
C2 -2.21038 -0.26624 0.40595
S1 -2.63179 1.35184 1.15474
N1 0.29925 -0.36038 0.71721
H1 -0.73346 -1.27276 -0.86323
H2 -0.63087 0.47842 -0.93922
H3 -2.90924 -0.49757 -0.40825
H4 -2.30929 -1.04648 1.15961
H5 -1.52237 2.07509 1.40167
H6 0.80937 0.54783 0.68761
H7 -0.12166 -0.40249 1.65021
H8 0.76232 -1.24637 0.52055
H9 2.97431 -1.57733 -1.13261
H10 2.03146 -2.46085 -2.03072
O1 2.06405 -1.71903 -1.42115
H11 1.34988 2.05387 -0.87970
H12 2.14145 2.71411 0.17655
O2 1.50738 1.98383 0.08218

For the orbital gap, the calculation gives 9.75 eV. The total charge is +1. Its energy above the lowest of the compared OMol25 structures with the same formula, charge and spin is 16.1 kcal/mol. For the total energy, the calculation gives -18682.530 eV.

These are the Mulliken partial charges, in e, on atoms 1 to 5:
1 C -0.599
2 C -0.621
3 S -0.164
4 N -0.166
5 H 0.356

Entry 8:
Here is a cluster of 3 separate species, C2H12NO3 in total in a non-equilibrium geometry from the OMol25 dataset. Energies are from ωB97M-V with the def2-TZVPD basis set.

Atoms and positions in Å:
C1 -1.75362 -0.08490 0.73357
O1 -1.84012 0.03052 -0.68840
C2 -0.26752 -0.65197 1.01428
N1 0.54990 -0.55191 -0.21724
H1 -2.52270 -0.79890 1.02122
H2 -2.05349 0.87214 1.23057
H3 -2.20626 0.87310 -0.97406
H4 0.15883 -0.04267 1.86075
H5 -0.32666 -1.70637 1.29964
H6 0.45195 0.48366 -0.50986
H7 0.39135 -1.10234 -1.05099
H8 1.53784 -0.55342 0.03992
H9 1.72941 -1.78541 2.89248
H10 2.15039 -0.41371 2.79331
O2 1.82514 -1.12631 2.18457
H11 0.08799 2.65783 -4.01989
H12 1.43207 1.84730 -4.06399
O3 0.65550 2.05337 -3.54588

For the orbital gap, the calculation gives 11.21 eV. The total charge is +1. Its energy above the lowest of the compared OMol25 structures with the same formula, charge and spin is 38.1 kcal/mol. For the total energy, the calculation gives -9893.794 eV.

These are the Mulliken partial charges, in e, on atoms 1 to 5:
1 C -0.304
2 O -0.536
3 C -0.341
4 N -0.322
5 H 0.241

Entry 9:
Here is a cluster of 4 separate species, C2H12NO4 in total in a non-equilibrium geometry from the OMol25 dataset. Energies are from ωB97M-V with the def2-TZVPD basis set.

Atoms and positions in Å:
O1 -0.60736 -0.81435 -2.28313
C1 0.52255 -0.71665 -1.90601
C2 0.76510 0.08555 -0.63856
N1 -0.46878 0.33781 0.14381
H1 1.33853 -1.29778 -2.37092
H2 1.50766 -0.52244 -0.08083
H3 1.28517 1.03053 -0.83497
H4 -0.94321 -0.55664 0.27157
H5 -0.26904 0.74536 1.08124
H6 -1.19138 0.86713 -0.38680
H7 -3.03743 1.45416 -1.69730
H8 -2.78364 2.72237 -0.77702
O2 -2.56601 1.80444 -0.93893
H9 0.24692 1.85705 3.21453
H10 0.65354 0.32036 3.22175
O3 -0.00229 0.96530 2.94849
H11 2.33042 -2.85400 -0.30124
H12 1.56868 -2.96484 1.07707
O4 1.65057 -2.46334 0.25723

Its multiplicity is 2. For the orbital gap (spin up / spin down), the calculation gives 8.97 / 5.15 eV. Its expectation value of S² is 0.757. The total charge is +2. Its energy above the lowest of the compared OMol25 structures with the same formula, charge and spin is 0.0 kcal/mol. For the total energy, the calculation gives -11928.348 eV.

These are the Mulliken partial charges, in e, on atoms 1 to 5:
1 O 0.013
2 C 0.277
3 C -0.386
4 N -0.203
5 H 0.395

Entry 10:
Here is a cluster of 4 separate species, C2H12O3S2 in total in a non-equilibrium geometry from the OMol25 dataset. Energies are from ωB97M-V with the def2-TZVPD basis set.

Atoms and positions in Å:
C1 -0.42096 0.34256 2.21452
C2 -0.31635 -1.17604 2.51218
S1 1.13958 -1.96640 1.70370
S2 1.14021 -1.14883 -0.18765
H1 -0.93351 0.58018 1.28539
H2 0.61178 0.67410 2.08709
H3 -0.92309 0.88691 3.01348
H4 -1.24707 -1.68323 2.25331
H5 -0.15947 -1.23889 3.58405
H6 0.56634 -2.13330 -0.90779
O1 -0.04336 1.42523 -2.07216
H7 0.50301 1.49272 -2.86138
H8 -0.55857 0.62192 -2.22679
O2 2.04386 2.51503 -0.31978
H9 1.50002 1.79490 -0.66818
H10 2.79498 2.62535 -0.88373
O3 -1.58375 -1.10549 -2.57776
H11 -1.67908 -1.84726 -3.16046
H12 -2.43457 -0.65946 -2.78806

As for the SMILES: CCSS.O.O.O. For the orbital gap, the calculation gives 8.98 eV. Its energy above the lowest of the compared OMol25 structures with the same formula, charge and spin is 14.2 kcal/mol. For the total energy, the calculation gives -30081.612 eV.

These are the Mulliken partial charges, in e, on atoms 1 to 5:
1 C -1.050
2 C -0.334
3 S -0.133
4 S -0.167
5 H 0.278

Entry 11:
Here is a cluster of 4 separate species, C2H12O3S2 in total in a non-equilibrium geometry from the OMol25 dataset. Energies are from ωB97M-V with the def2-TZVPD basis set.

Atoms and positions in Å:
C1 -1.54674 -0.17024 -2.19659
C2 -1.23531 -0.15551 -0.72000
S1 -1.45495 1.53707 -0.06883
S2 -1.21059 1.30334 1.86258
H1 -0.97712 0.65165 -2.74208
H2 -2.67170 0.12151 -2.39409
H3 -1.38905 -1.17532 -2.60483
H4 -0.22510 -0.33093 -0.29581
H5 -1.88992 -0.90408 -0.32697
H6 0.00647 0.96589 2.20493
O1 2.52597 -0.29311 0.91945
H7 2.89980 0.22018 1.59926
H8 2.33896 -1.09322 1.40389
O2 1.70231 1.96856 -0.36039
H9 2.05176 1.14635 -0.12157
H10 1.19231 1.76435 -1.15535
O3 0.23565 -1.89329 1.94969
H11 0.21362 -2.33911 1.17073
H12 -0.56635 -1.32411 1.87599

As for the SMILES: CCSS.O.O.O. For the orbital gap, the calculation gives 9.25 eV. Its energy above the lowest of the compared OMol25 structures with the same formula, charge and spin is 31.4 kcal/mol. For the total energy, the calculation gives -30080.868 eV.

These are the Mulliken partial charges, in e, on atoms 1 to 5:
1 C -1.159
2 C -0.018
3 S -0.003
4 S -0.229
5 H 0.286

Entry 12:
Here is a cluster of 4 separate species, C2H12O4 in total in a non-equilibrium geometry from the OMol25 dataset. Energies are from ωB97M-V with the def2-TZVPD basis set.

Atoms and positions in Å:
C1 -0.12263 2.52149 0.26977
O1 -0.22870 2.88354 1.60352
H1 0.29086 1.55441 0.15725
H2 -1.06073 2.57055 -0.19852
H3 0.53932 3.19060 -0.27351
H4 0.14756 2.23297 2.18439
C2 0.12651 -1.02292 -2.85858
O2 -0.24857 0.03568 -1.94911
H5 0.46379 -1.90210 -2.26887
H6 -0.76396 -1.27240 -3.39680
H7 0.90384 -0.68389 -3.55668
H8 -0.15456 0.84298 -2.43489
O3 0.05297 -1.27377 3.40029
H9 -0.35001 -0.50765 3.78146
H10 0.23848 -1.87092 4.12431
O4 -0.01468 -2.79640 0.27598
H11 0.20324 -1.92190 -0.07933
H12 -0.02272 -2.58026 1.21929

As for the SMILES: CO.CO.O.O. For the orbital gap, the calculation gives 10.68 eV. Its energy above the lowest of the compared OMol25 structures with the same formula, charge and spin is 37.1 kcal/mol. For the total energy, the calculation gives -10457.383 eV.

These are the Mulliken partial charges, in e, on atoms 1 to 5:
1 C -0.500
2 O -0.537
3 H 0.201
4 H 0.252
5 H 0.271